Entry 1:
# C28H14Cl51NO4P

A 13-piece molecular cluster, C28H14Cl51NO4P overall at a distorted geometry (the ωB97M-V functional and the def2-TZVPD basis, OMol25).

The calculation puts the HOMO-LUMO gap at 7.02 eV. The calculation puts the energy above the lowest of the compared OMol25 structures with the same formula, charge and spin at 0.0 kcal/mol. Its total charge is +1.

Element x y z (Å)
C (-1.48687, 0.35056, -5.16386)
C (-1.85114, -0.42327, -6.38110)
Cl (-0.53053, -0.79811, -7.41992)
C (-3.06753, -0.83360, -6.72708)
Cl (-3.40566, -1.71001, -8.16728)
O (-4.18553, -0.53384, -5.97536)
C (-4.77207, -1.64455, -5.42812)
O (-5.78717, -2.09524, -5.81343)
C (-4.06301, -2.17701, -4.21535)
C (-3.96086, -1.31903, -3.11990)
C (-3.33038, -1.77009, -1.98238)
N (-2.82607, -3.01135, -1.94137)
P (-1.97717, -3.67674, -0.45206)
O (-2.70620, -2.85370, 0.69876)
Cl (-0.17157, -2.74078, -0.65110)
C (-2.92624, -3.85009, -2.98356)
C (-3.54718, -3.46937, -4.15630)
C (-3.63374, -4.40264, -5.33425)
O (-2.81639, -5.52887, -5.14653)
C (-1.49657, -5.34857, -5.55546)
C (-0.49365, -5.60743, -4.62254)
C (0.84353, -5.44078, -4.97205)
C (1.15956, -5.01868, -6.25794)
C (0.16856, -4.77129, -7.20335)
C (-1.16587, -4.95194, -6.84500)
H (-2.32059, 0.86087, -4.68473)
H (-0.95263, -0.28727, -4.45963)
H (-0.77816, 1.12342, -5.45499)
H (-4.38090, -0.32784, -3.17960)
H (-3.23826, -1.12028, -1.12759)
H (-2.42283, -1.92370, 0.76650)
H (-2.51556, -4.84126, -2.87677)
H (-3.38191, -3.83410, -6.22953)
H (-4.65693, -4.74287, -5.48052)
H (-0.77240, -5.94862, -3.63585)
H (1.60876, -5.65653, -4.24405)
H (2.19386, -4.86325, -6.51471)
H (0.40640, -4.44067, -8.20133)
H (-1.96145, -4.78158, -7.55703)
C (-3.09870, 1.34857, 2.17187)
Cl (-2.96448, 3.08131, 1.90486)
Cl (-3.12626, 0.57018, 0.54754)
Cl (-1.72504, 0.75272, 3.09752)
Cl (-4.58727, 0.98288, 3.02597)
C (-4.09817, 3.51424, -6.39154)
Cl (-3.00143, 4.85059, -6.05595)
Cl (-5.70247, 4.13001, -6.76415)
Cl (-3.48777, 2.57563, -7.75665)
Cl (-4.19402, 2.46837, -4.95498)
C (3.66727, -8.17660, -8.58291)
Cl (3.19132, -8.47265, -10.25563)
Cl (2.76151, -6.78903, -7.94633)
Cl (3.30501, -9.59758, -7.60255)
Cl (5.39584, -7.83045, -8.50980)
C (-0.33008, 3.31323, 6.21434)
Cl (-0.00191, 4.93973, 6.84393)
Cl (-1.40155, 2.48883, 7.34880)
Cl (-1.11295, 3.46280, 4.63446)
Cl (1.16973, 2.40528, 6.03567)
C (-3.79026, -0.47833, 9.52930)
Cl (-3.63388, 0.07264, 7.85245)
Cl (-3.39030, 0.85995, 10.60744)
Cl (-5.44785, -1.00691, 9.82469)
Cl (-2.68484, -1.82162, 9.82693)
C (-0.69551, -4.77147, 3.96527)
Cl (0.22517, -3.63974, 4.95248)
Cl (-2.41086, -4.65270, 4.34938)
Cl (-0.48872, -4.35336, 2.25221)
Cl (-0.12884, -6.41374, 4.24306)
C (-6.11991, 3.37692, 7.51236)
Cl (-6.65067, 2.75361, 5.94152)
Cl (-6.78262, 4.99321, 7.75306)
Cl (-6.69113, 2.30482, 8.79075)
Cl (-4.35548, 3.44423, 7.54880)
C (4.61795, 4.15534, 7.75393)
Cl (4.87940, 2.44354, 7.38923)
Cl (2.98460, 4.60755, 7.25908)
Cl (4.81098, 4.43121, 9.48497)
Cl (5.80111, 5.12703, 6.86742)
C (8.06638, 7.94712, 3.99224)
Cl (8.43903, 9.54970, 4.62257)
Cl (6.99438, 7.10405, 5.12160)
Cl (7.26018, 8.09777, 2.42673)
Cl (9.55695, 7.02188, 3.79786)
C (7.00920, 13.18704, 3.37326)
Cl (7.53022, 12.93472, 5.04444)
Cl (5.80071, 14.47265, 3.32646)
Cl (8.39996, 13.64662, 2.38929)
Cl (6.30771, 11.69539, 2.73950)
C (7.81152, 1.63733, 10.50574)
Cl (8.09525, 2.45969, 8.96752)
Cl (8.67082, 0.09513, 10.51562)
Cl (8.39787, 2.64925, 11.82688)
Cl (6.08098, 1.34539, 10.71266)
C (3.20864, -2.05411, -4.13574)
Cl (4.34657, -0.73716, -3.86560)
Cl (2.15562, -2.22381, -2.71861)
Cl (2.20885, -1.70050, -5.54209)
Cl (4.09109, -3.56133, -4.39113)

=====

Entry 2:
# C22H28N2O4

One molecule with the formula C22H28N2O4 (the ωB97M-V functional and the def2-TZVPD basis, OMol25).

The calculation puts the HOMO-LUMO gap at 8.48 eV. The calculation puts the energy above the lowest of the compared OMol25 structures with the same formula, charge and spin at 61.1 kcal/mol. Its total charge is 0.

Element x y z (Å)
C (0.50789, -1.20413, -4.68967)
C (1.35746, -1.02793, -3.44933)
O (2.44159, -1.56730, -3.32636)
N (0.83437, -0.24318, -2.47858)
C (-0.39676, 0.50622, -2.61134)
C (-0.78347, 1.10779, -1.25580)
N (0.23663, 1.97791, -0.70141)
C (0.00488, 3.39577, -0.86446)
C (-1.01979, 3.91956, 0.16019)
O (-1.60422, 5.12886, -0.26295)
C (-0.38105, 4.10035, 1.55393)
O (0.41815, 3.02262, 1.96650)
C (-0.16265, 1.80127, 2.17607)
C (-1.52338, 1.57370, 2.34753)
C (-1.99217, 0.28934, 2.54313)
C (-1.12284, -0.79718, 2.57543)
O (-1.70231, -2.02322, 2.74933)
C (-0.88830, -3.16933, 2.62191)
C (-0.28247, -3.32783, 1.24747)
C (-0.98908, -2.91392, 0.12618)
C (-0.44391, -3.06070, -1.13651)
C (0.81108, -3.62310, -1.29373)
C (1.51952, -4.03657, -0.17852)
C (0.97661, -3.88995, 1.08563)
C (0.24175, -0.56585, 2.43896)
C (0.70876, 0.71940, 2.24799)
C (1.58554, 1.56725, -1.05955)
C (1.62873, 0.06661, -1.30495)
H (-0.42897, -1.69998, -4.44508)
H (0.28534, -0.24248, -5.14631)
H (1.05847, -1.81840, -5.39670)
H (-0.27654, 1.31387, -3.34849)
H (-1.20448, -0.14661, -2.95405)
H (-0.96792, 0.29452, -0.54474)
H (-1.71312, 1.66715, -1.37189)
H (-0.36465, 3.65339, -1.87308)
H (0.95392, 3.91545, -0.70688)
H (-1.85014, 3.21156, 0.22334)
H (-0.91409, 5.79763, -0.34735)
H (-1.16572, 4.33134, 2.28705)
H (0.30854, 4.95203, 1.51740)
H (-2.23249, 2.38606, 2.33461)
H (-3.04763, 0.10662, 2.67152)
H (-1.56878, -4.00504, 2.82311)
H (-0.10370, -3.17783, 3.39132)
H (-1.96873, -2.47532, 0.25197)
H (-1.00658, -2.74038, -2.00123)
H (1.24443, -3.72757, -2.27569)
H (2.50110, -4.47023, -0.29538)
H (1.53311, -4.21440, 1.95431)
H (0.95171, -1.37646, 2.46925)
H (1.76593, 0.90165, 2.14274)
H (2.25269, 1.83485, -0.23510)
H (1.94215, 2.07913, -1.97047)
H (2.64762, -0.26949, -1.50744)
H (1.24797, -0.47097, -0.43060)

=====

Entry 3:
# C4H7FN2

One molecule with the formula C4H7FN2 at a distorted geometry (the ωB97M-V functional and the def2-TZVPD basis, OMol25).

The calculation puts the HOMO-LUMO gap at 10.43 eV. The calculation puts the energy above the lowest of the compared OMol25 structures with the same formula, charge and spin at 58.8 kcal/mol. Its total charge is 0.

Element x y z (Å)
H (2.86258, 0.98152, 1.44103)
N (2.38936, 0.99154, 0.57862)
N (2.16357, -0.20329, 0.32103)
C (1.32852, -0.33205, -0.97474)
F (1.24417, 0.81893, -1.67957)
C (-0.10532, -0.84732, -0.66506)
C (-0.90625, 0.38743, -0.38204)
C (-1.44642, 0.70030, 0.79051)
H (1.96627, -1.02122, -1.52046)
H (-0.06544, -1.47061, 0.31244)
H (-0.57964, -1.46298, -1.43652)
H (-0.62319, 1.11051, -1.16869)
H (-2.14467, 1.51548, 0.89584)
H (-1.59725, 0.05809, 1.58961)

=====

Entry 4:
# C4H10NOP

One molecule with the formula C4H10NOP at a distorted geometry (the ωB97M-V functional and the def2-TZVPD basis, OMol25).

The calculation puts the HOMO-LUMO gap at 10.61 eV. The calculation puts the energy above the lowest of the compared OMol25 structures with the same formula, charge and spin at 18.8 kcal/mol. Its total charge is 0.

Element x y z (Å)
C (-1.66053, -1.85924, 0.27171)
N (-1.36005, -0.65782, 0.32638)
P (-0.13287, -0.19009, -0.76150)
C (-0.79930, 1.37286, -1.57080)
O (0.27781, -1.26937, -1.72775)
C (1.32965, 0.58099, 0.31890)
C (1.29682, 0.05212, 1.75254)
H (-2.65334, -2.30384, 0.76242)
H (-1.19776, -2.55839, -0.49710)
H (-1.54539, 1.06450, -2.38746)
H (-1.27297, 2.12099, -1.01990)
H (0.13876, 1.82406, -1.98032)
H (2.34426, 0.24491, -0.12566)
H (1.24430, 1.70004, 0.34637)
H (1.53977, -0.97168, 1.76560)
H (2.18913, 0.45012, 2.37516)
H (0.26170, 0.39983, 2.15140)

=====

Entry 5:
# C5H6N2

One molecule with the formula C5H6N2 at a distorted geometry (the ωB97M-V functional and the def2-TZVPD basis, OMol25).

The calculation puts the HOMO-LUMO gap at 9.36 eV. The calculation puts the energy above the lowest of the compared OMol25 structures with the same formula, charge and spin at 158.9 kcal/mol. Its total charge is 0.

Element x y z (Å)
C (3.50812, 0.21586, 0.08654)
C (2.33713, -0.03144, -0.22960)
C (0.86850, 0.04108, -0.45329)
N (0.08159, 1.19446, -0.44312)
N (-1.36506, 0.95716, -0.36322)
C (-1.67996, 0.10756, 0.72755)
C (-1.84073, -0.53617, -0.56137)
H (4.63303, 0.14260, 0.35832)
H (0.43396, -0.88691, -0.16048)
H (-0.84013, -0.18288, 1.29825)
H (-2.36208, 0.65125, 1.38682)
H (-2.85052, -0.43567, -0.92177)
H (-0.92384, -1.23690, -0.72463)

=====

Entry 6:
# C3H6N4O2

One molecule with the formula C3H6N4O2 at a distorted geometry (the ωB97M-V functional and the def2-TZVPD basis, OMol25).

The calculation puts the HOMO-LUMO gap at 9.44 eV. The calculation puts the energy above the lowest of the compared OMol25 structures with the same formula, charge and spin at 107.6 kcal/mol. Its total charge is 0.

Element x y z (Å)
H (-1.36744, 2.65113, -0.34062)
N (-1.65426, 1.83549, 0.17799)
C (-0.99281, 0.77532, -0.00667)
C (-1.21679, -0.42093, 0.80594)
C (-0.31742, -1.36341, 0.42789)
O (-0.06456, -2.64013, 0.72703)
N (0.64570, -0.75820, -0.45988)
O (1.52463, -0.27623, 0.59684)
N (0.00868, 0.44564, -0.96982)
N (0.89389, 1.38646, -1.37842)
H (-2.02255, -0.36132, 1.51649)
H (-0.70404, -2.95336, 1.36451)
H (2.36173, -0.75730, 0.46568)
H (1.64573, 1.45166, -0.70971)
H (1.25952, 0.98519, -2.21725)

=====

no.,electronic energy (Eh)
1,-25241.85016
2,-1265.58123
3,-365.88475
4,-629.74203
5,-303.38279
6,-487.28144